(1)
{
  "formula": "C5H18O3",
  "method": "the ωB97M-V functional and the def2-TZVPD basis",
  "smiles": "CCCCC.O.O.O",
  "e_above_lowest_kcal_mol": 26.7,
  "orbital_gap_ha": 0.40724,
  "species": ["O", "O", "O", "C", "C", "C", "C", "C", "H", "H", "H", "H", "H", "H", "H", "H", "H", "H", "H", "H", "H", "H", "H", "H", "H", "H"],
  "positions_angstrom": [[-1.13125, 4.08041, -1.97993], [-5.45436, 2.26641, -3.02313], [5.73722, 0.57343, 3.46377], [0.06771, -3.32457, 0.03938], [-0.24993, -1.03642, 1.15795], [0.67529, 0.96479, -0.15357], [-0.51556, 0.00365, 0.06590], [0.77755, -2.11207, 0.63498], [1.32476, -2.29199, 1.56863], [-0.80351, -0.34587, -0.93249], [0.04097, -0.53078, 2.06678], [-1.23462, -1.51174, 1.23446], [-1.39875, 0.59269, 0.35926], [-0.03348, -4.22131, 0.66040], [1.34116, 1.13628, 0.70671], [1.48989, -1.77054, -0.12669], [0.34654, 1.97631, -0.37125], [5.46607, -0.33061, 3.60400], [5.45199, 0.86108, 4.35103], [1.31390, 0.53713, -0.93095], [-0.94409, -3.16308, -0.31301], [-4.80262, 2.75115, -3.54303], [-1.87748, 4.07221, -2.59876], [0.61756, -3.68963, -0.82729], [-0.80433, 3.18863, -1.87259], [-5.40060, 1.32445, -3.24053]],
  "forces_ev_per_a": [[-0.3, 0.6, -0.1], [-0.1, -0.1, 0.1], [-0.5, 0.2, 1.3], [0.3, -1.1, -0.2], [-0.4, -0.5, -2.9], [0.3, -0.3, 0.3], [0.0, 1.8, 0.5], [-0.8, 0.5, 1.4], [0.4, -0.8, -0.6], [0.1, -0.7, 0.3], [0.1, 0.0, 0.2], [0.3, -0.3, 0.8], [0.2, 0.0, 0.1], [0.2, 0.4, 0.4], [-0.4, -0.5, 0.1], [-0.2, 0.5, 0.4], [-0.1, 0.1, -0.6], [0.1, -0.9, -0.8], [0.4, 0.8, -0.5], [0.0, 0.5, -0.1], [-0.2, 0.6, -0.1], [-0.1, -0.4, 0.0], [0.4, -0.3, 0.3], [0.1, 0.0, -0.1], [-0.1, -0.3, -0.2], [0.2, 0.5, -0.1]],
  "mulliken_charge": [-0.63, -0.64, -0.63, -1.22, -0.82, -1.13, -0.38, -0.26, 0.29, 0.31, 0.45, 0.29, 0.37, 0.32, 0.29, 0.25, 0.27, 0.31, 0.32, 0.28, 0.33, 0.31, 0.31, 0.33, 0.34, 0.32]
}

***

(2)
{
  "formula": "C15H28N8O4S5V",
  "method": "the ωB97M-V functional and the def2-TZVPD basis",
  "e_above_lowest_kcal_mol": 17.1,
  "spin_multiplicity": 2,
  "orbital_gap_ha": [0.19525, 0.23355],
  "charge": 2,
  "species": ["V", "S", "S", "S", "S", "S", "O", "O", "O", "O", "N", "N", "N", "N", "N", "N", "N", "N", "C", "C", "C", "C", "C", "C", "C", "C", "C", "C", "C", "C", "C", "C", "C", "H", "H", "H", "H", "H", "H", "H", "H", "H", "H", "H", "H", "H", "H", "H", "H", "H", "H", "H", "H", "H", "H", "H", "H", "H", "H", "H", "H"],
  "positions_angstrom": [[-0.21230, 0.45908, -0.18275], [0.74507, 3.11985, 3.62250], [-0.84426, 5.09456, 5.14332], [-2.08160, 3.40814, 3.05250], [1.08284, 0.85881, 1.64541], [-2.05966, 1.21384, 0.96711], [0.19127, 2.02510, -0.88206], [0.91415, 3.43570, -2.47225], [-1.29780, -3.12796, -1.15787], [-0.58380, -1.23517, -0.23575], [-4.55622, -6.42454, 0.89039], [-3.80193, -6.73635, -1.26368], [-3.50500, -4.70190, -0.22894], [1.60855, 0.04565, -1.53687], [0.40214, -2.46563, 1.90992], [-0.37632, 3.05199, -4.58543], [0.33969, 4.68134, -6.03545], [-0.77292, 2.83602, -6.85661], [1.86655, 1.25544, -2.38139], [-2.38306, -4.09953, 1.95171], [0.95575, 2.37636, -1.91737], [-3.47600, -3.78137, 0.91719], [-0.72170, -2.59123, -0.25059], [-0.27612, 3.51629, -5.82123], [-0.73765, 3.94620, 4.01627], [-1.21680, 2.21229, 2.11940], [-3.95186, -5.94377, -0.19685], [1.65013, 1.00873, -3.87601], [-0.09838, -3.36922, 0.89351], [-1.01474, -4.50972, 1.38908], [0.08428, 2.07548, 2.39039], [0.24161, 0.60878, -4.32228], [-0.82884, 1.71266, -4.18481], [-1.15055, 1.81528, -3.15446], [-4.97678, -7.33733, 0.88620], [-3.32834, -2.79385, 0.49770], [-2.27240, -3.21405, 2.58420], [1.94523, 1.91638, -4.39875], [0.37799, 5.09935, -6.94728], [-4.45703, -3.77405, 1.39289], [-1.71307, 1.43807, -4.75839], [-2.93325, -4.41041, -1.00680], [-4.16109, -7.67436, -1.27415], [0.09332, 3.57227, -3.85565], [-0.32315, -1.94086, 2.37853], [0.77328, -3.84024, 0.43243], [2.36510, -0.10323, -0.88033], [-2.72853, -4.90388, 2.60264], [-0.11667, -0.26356, -3.76446], [-0.46038, -4.99704, 2.18972], [0.31033, 0.30508, -5.36814], [1.53929, -0.77899, -2.11816], [-1.13451, -5.25216, 0.59531], [-4.75585, -5.83070, 1.67448], [0.72560, 5.20381, -5.26697], [0.94472, -2.95350, 2.60815], [2.88860, 1.59901, -2.25948], [2.34703, 0.22665, -4.18012], [-3.34527, -6.40237, -2.09306], [-1.30968, 2.00014, -6.71652], [-0.76439, 3.22984, -7.78146]],
  "forces_ev_per_a": [[0.5, 0.7, 2.4], [0.2, -0.1, 0.0], [0.0, 0.2, 0.2], [-0.2, 0.0, -0.2], [-0.5, -0.3, -0.1], [0.4, -0.2, -0.1], [0.4, 2.5, -2.2], [0.3, 0.9, 0.5], [-0.4, -0.3, -0.4], [-0.5, -3.6, -0.3], [0.0, 0.0, -0.1], [0.0, 0.1, 0.1], [0.0, 0.2, 0.3], [-0.2, 0.7, -0.4], [0.1, -0.1, -0.1], [-0.4, -0.3, -0.9], [0.0, -0.1, 0.1], [0.1, 0.1, -0.1], [-0.2, -0.5, 0.2], [0.1, 0.0, -0.1], [-0.2, -1.1, 1.2], [0.2, -0.3, 0.0], [0.2, 1.4, 0.0], [-0.2, -0.2, 0.1], [0.0, -0.1, -0.1], [-0.9, 0.0, -0.2], [-0.1, -0.1, -0.1], [0.0, -0.2, 0.0], [0.0, 0.4, 0.4], [-0.1, 0.1, -0.1], [0.9, -0.1, 0.1], [-0.1, 0.2, 0.1], [0.3, 0.2, -0.3], [-0.1, 0.0, 0.1], [0.0, 0.0, 0.0], [-0.1, 0.1, -0.1], [-0.1, -0.1, 0.1], [0.1, 0.0, 0.0], [0.0, 0.0, -0.1], [0.0, 0.1, 0.0], [-0.1, 0.0, 0.1], [0.1, 0.0, -0.2], [0.0, 0.0, 0.0], [0.0, 0.1, 0.1], [-0.1, 0.1, 0.0], [0.1, -0.1, 0.0], [0.1, 0.0, 0.0], [0.0, 0.0, 0.1], [0.0, 0.0, -0.1], [0.0, -0.1, 0.0], [0.0, -0.1, 0.0], [0.0, -0.2, 0.0], [0.0, 0.0, 0.0], [0.0, 0.0, 0.0], [0.0, 0.0, 0.0], [0.0, -0.1, 0.0], [0.2, 0.0, 0.1], [0.0, 0.0, -0.1], [0.0, 0.0, 0.0], [0.0, 0.0, 0.0], [0.0, 0.0, 0.0]],
  "mulliken_charge": [1.01, -0.04, -0.16, -0.04, -0.17, -0.32, -0.23, -0.68, -0.67, -0.70, -0.33, -0.41, -0.02, -0.57, -0.46, 0.02, -0.39, -0.34, 0.40, -0.29, 0.28, -1.41, -0.02, 0.84, 0.12, 0.32, 0.87, -1.22, 0.21, -0.85, 0.12, -0.10, -1.37, 0.38, 0.20, 0.47, 0.36, 0.41, 0.19, 0.44, 0.43, 0.27, 0.20, 0.24, 0.20, 0.37, 0.27, 0.39, 0.31, 0.42, 0.40, 0.26, 0.33, 0.19, 0.20, 0.29, 0.36, 0.45, 0.19, 0.18, 0.21]
}

***

(3)
{
  "formula": "C22H28FN3O",
  "method": "the ωB97M-V functional and the def2-TZVPD basis",
  "smiles": "Oc1ccc(CN2CCC[C@H](N3CCN(c4ccc(F)cc4)CC3)C2)cc1",
  "e_above_lowest_kcal_mol": 23.9,
  "orbital_gap_ha": 0.30012,
  "species": ["F", "O", "N", "N", "N", "C", "C", "C", "C", "C", "C", "C", "C", "C", "C", "C", "C", "C", "C", "C", "C", "C", "C", "C", "C", "C", "C", "H", "H", "H", "H", "H", "H", "H", "H", "H", "H", "H", "H", "H", "H", "H", "H", "H", "H", "H", "H", "H", "H", "H", "H", "H", "H", "H", "H"],
  "positions_angstrom": [[1.39626, 3.86589, -7.82613], [2.36753, -0.75953, 8.01190], [0.50959, -0.97012, 1.98268], [-1.50386, -0.48940, -1.22000], [-0.47196, 1.01673, -3.49532], [0.27709, -0.07532, -2.91657], [-1.69699, 0.93806, -1.40161], [2.00388, -0.34348, 4.39376], [0.27203, -0.64547, 0.59112], [-1.75246, 1.28974, -2.88426], [0.44398, -0.43705, 6.67691], [0.10953, -2.33429, 2.27451], [2.60063, -0.53270, 5.62499], [0.62678, -0.20122, 4.28493], [-0.87492, 2.50373, -5.35635], [1.82340, -0.57816, 6.77686], [-0.69424, -1.07172, -2.27613], [-1.57625, -2.32162, 0.42035], [-0.01112, 1.72198, -4.57484], [-1.34266, -2.64775, 1.89354], [0.00089, 0.00702, 2.93110], [1.81508, 2.39827, -6.01962], [-1.19392, -0.86302, 0.14992], [0.93511, 3.16290, -6.76123], [1.34494, 1.68880, -4.93339], [-0.40666, 3.22308, -6.43699], [-0.14212, -0.25395, 5.43945], [-2.02118, -2.05833, 2.51346], [0.83711, -0.58851, -3.70367], [-0.89691, 1.53707, -0.93476], [-1.97530, 2.35555, -2.97978], [0.93054, -1.28852, -0.00255], [3.67497, -0.64412, 5.69775], [2.60431, -0.31561, 3.49776], [-1.83309, -0.22804, 0.77547], [2.85945, 2.36989, -6.28830], [0.99275, 0.28539, -2.16256], [-0.13427, -1.92417, -1.89313], [-2.64373, 1.21732, -0.92686], [0.28495, 0.99813, 2.55986], [-1.92853, 2.53800, -5.13197], [-1.36820, -1.44484, -3.05817], [0.77748, -2.99427, 1.71035], [0.57033, 0.39322, 0.42560], [-0.96599, -2.98685, -0.19382], [-1.07658, 3.82110, -7.03468], [-1.54869, -3.70190, 2.08517], [0.27203, -2.51532, 3.33908], [-1.09638, -0.00735, 3.03161], [-2.56142, 0.71910, -3.36237], [3.32580, -0.84143, 7.93640], [2.04676, 1.11735, -4.34801], [-1.21584, -0.14886, 5.37438], [-2.62099, -2.47866, 0.14746], [-0.14892, -0.47675, 7.57671]],
  "forces_ev_per_a": [[0.0, 0.0, 0.1], [0.1, 0.0, 0.2], [0.1, 0.1, 0.0], [0.0, 0.2, 0.0], [-0.2, -0.2, 0.3], [0.1, -0.2, 0.1], [-0.2, 0.1, 0.0], [-0.1, 0.0, 0.1], [-0.2, 0.2, -0.1], [-0.1, 0.1, 0.2], [0.3, 0.0, 0.3], [-0.1, -0.2, 0.1], [0.0, 0.0, 0.1], [-0.1, 0.1, 0.0], [0.0, -0.1, 0.2], [-0.1, 0.0, -0.3], [0.1, 0.0, -0.3], [-0.1, 0.3, 0.3], [0.1, 0.2, -0.3], [0.3, 0.0, -0.1], [0.1, 0.0, 0.0], [-0.1, 0.2, -0.3], [0.1, -0.3, 0.0], [0.0, 0.0, 0.1], [-0.1, -0.1, 0.1], [0.3, 0.1, -0.2], [0.1, 0.0, -0.1], [-0.1, 0.0, 0.1], [0.0, 0.0, 0.1], [0.0, 0.0, 0.0], [0.0, -0.1, 0.0], [0.0, 0.0, -0.1], [0.1, 0.0, 0.0], [0.1, 0.0, -0.1], [0.0, 0.0, 0.0], [0.1, 0.0, 0.0], [0.1, -0.1, -0.1], [0.0, 0.0, 0.0], [0.1, 0.1, 0.0], [-0.1, 0.0, 0.0], [-0.1, 0.0, 0.0], [0.2, -0.1, 0.0], [0.0, -0.1, 0.0], [0.0, 0.0, -0.1], [0.0, -0.1, -0.1], [-0.1, 0.1, -0.1], [0.0, 0.0, 0.1], [0.1, -0.1, -0.1], [0.1, 0.1, 0.0], [-0.1, 0.1, 0.0], [-0.1, 0.0, 0.0], [0.1, -0.1, 0.1], [-0.1, 0.0, 0.0], [0.0, 0.0, -0.1], [-0.1, 0.0, 0.1]],
  "mulliken_charge": [-0.34, -0.55, 0.16, 0.13, 0.32, -0.89, -0.73, -0.58, -1.04, -1.13, -0.76, -0.92, -0.49, -0.06, -0.43, 0.99, -1.06, -0.80, 0.75, -0.60, -0.59, -0.75, -0.14, 0.29, -0.37, -0.71, -0.39, 0.32, 0.71, 0.28, 0.71, 0.18, 0.27, 0.39, 0.28, 0.41, 0.31, 0.49, 0.45, 0.47, 0.36, 0.27, 0.39, 0.44, 0.26, 0.41, 0.42, 0.47, 0.28, 0.28, 0.27, 0.36, 0.38, 0.39, 0.41]
}

***

(4)
{
  "formula": "C7H13N",
  "method": "the ωB97M-V functional and the def2-TZVPD basis",
  "smiles": "C=CC(=C)CCCN",
  "e_above_lowest_kcal_mol": 33.1,
  "orbital_gap_ha": 0.36742,
  "species": ["N", "C", "C", "C", "C", "C", "C", "C", "H", "H", "H", "H", "H", "H", "H", "H", "H", "H", "H", "H", "H"],
  "positions_angstrom": [[-0.63982, -3.05934, 1.10804], [-0.57777, 1.79881, 0.85160], [0.32380, -1.24994, -0.22769], [-0.91316, -1.73758, 0.52835], [1.04511, -0.03417, 0.41435], [0.87260, 1.94573, -1.13906], [0.38569, 1.27818, 0.09753], [0.03977, 2.42049, -2.04988], [0.04800, -0.95945, -1.24850], [1.12415, -0.20885, 1.48936], [1.94016, 1.92473, -1.31616], [-1.21774, -1.00226, 1.27920], [2.04473, -0.06836, -0.03200], [-1.69670, -1.90235, -0.21204], [-0.99810, 2.75608, 0.56391], [0.39657, 2.81883, -3.00001], [0.12051, -2.99543, 1.77711], [-1.43908, -3.41092, 1.62336], [-1.03798, 2.41052, -1.94849], [-0.88073, 1.32215, 1.77709], [1.05998, -2.04687, -0.33608]],
  "forces_ev_per_a": [[0.1, 0.0, 0.3], [0.3, 0.2, -0.1], [0.1, 0.8, -0.2], [0.4, -0.7, -0.4], [0.1, -0.8, -0.4], [-0.7, -0.5, 0.3], [0.3, 0.1, 0.1], [0.1, 0.4, -0.9], [0.0, -0.1, 0.1], [0.1, 0.1, 0.0], [0.1, 0.0, 0.0], [-0.2, 0.1, -0.2], [0.1, 0.3, 0.4], [-0.3, 0.3, 0.3], [-0.2, -0.1, 0.2], [0.1, 0.1, 0.3], [0.0, 0.0, 0.0], [0.0, 0.1, 0.0], [0.0, -0.2, 0.2], [-0.2, 0.1, -0.1], [-0.2, -0.2, 0.1]],
  "mulliken_charge": [-0.64, -1.01, -0.68, -0.29, -0.88, -0.32, 0.72, -0.74, 0.31, 0.37, 0.29, 0.22, 0.35, 0.28, 0.34, 0.26, 0.21, 0.23, 0.29, 0.29, 0.42]
}